Entry 1:
The following is a DFT calculation (wB97M-V/def2-TZVPD) of C6H9Cl3MoN2O5S6Sb as an isolated structure in a non-equilibrium geometry.

Summary:
**Relative energy (zero: lowest compared OMol25 entry of this formula, charge and spin)**: 13.5 kcal per mole
**LUMO energy (spin up / spin down)**: 1.68 / 1.65 eV
**Highest occupied orbital energy (spin up / spin down)**: -4.8 / -4.9 eV
**<S²>**: 2.04

```
! RIJCOSX wB97M-V def2-TZVPD def2/J DEFGRID3
* xyz -1 3
Mo 1.0899 0.4658 0.1777
S 3.5021 1.8912 4.1055
Sb 3.6888 0.2694 2.5311
S 1.5022 -0.8500 2.0876
S 3.1879 1.2092 0.1715
S 5.4199 -1.1959 2.5960
C -2.1555 0.8325 -3.9873
O -1.0914 1.5072 -3.3411
C -0.7571 1.2199 -2.0773
O 0.3221 1.6024 -1.6619
N -1.6392 0.5114 -1.3254
N -1.2893 0.1000 -0.0313
H -2.0344 1.0667 -5.0434
H -3.1313 1.1939 -3.6515
H -2.0848 -0.2490 -3.8471
H -2.5740 0.2982 -1.6518
H -1.4115 -0.9343 0.0729
H -1.8277 0.5964 0.6870
Cl -0.5102 2.5054 4.0408
C -0.8752 3.4367 2.5734
Cl -0.9288 5.1511 2.9045
Cl -2.4526 2.9070 1.9455
C 0.1885 3.0706 1.4757
O 0.8599 3.9203 0.9523
O 0.1621 1.8227 1.2832
C 0.8407 -5.0760 0.1621
O 1.3030 -3.8731 -0.4253
C 0.4860 -2.8490 -0.4460
S -1.0817 -2.9574 0.0755
S 1.1054 -1.4609 -1.2797
H 1.6216 -5.8156 0.0028
H -0.0977 -5.3940 -0.3046
H 0.6622 -4.9221 1.2299
*
```

Entry 2:
The following is a DFT calculation (wB97M-V/def2-TZVPD) of C6H9ClN2O3S in the gas phase in a non-equilibrium geometry.

Summary:
**SMILES string**: CO[C@H]1C=CC(Cl)=CN1S(N)(=O)=O
**Relative energy (zero: lowest compared OMol25 entry of this formula, charge and spin)**: 25.3 kcal per mole
**LUMO energy**: 0.33 eV
**Highest occupied orbital energy**: -8.6 eV

```
! RIJCOSX wB97M-V def2-TZVPD def2/J DEFGRID3
* xyz 0 1
C 0.2311 0.7251 -2.0212
O 0.8559 -0.4343 -1.4468
C 0.1676 -0.9965 -0.5335
C 0.9091 -2.2135 -0.0258
C 2.0247 -2.1240 0.7339
C 2.2944 -0.8979 1.4299
Cl 3.8535 -0.6852 2.0791
C 1.4381 0.1328 1.4917
N 0.1656 0.0593 0.8887
S -1.1508 0.0757 1.8395
N -1.1922 1.7899 1.9647
O -2.2685 -0.4050 1.1178
O -0.8611 -0.4591 3.1213
H 0.0849 1.5388 -1.2440
H -0.7471 0.4990 -2.2712
H 0.8270 1.0644 -2.7693
H -0.8849 -1.2864 -0.6246
H 0.4836 -3.2186 -0.4242
H 2.7007 -2.9053 1.1165
H 1.5621 0.9765 2.1459
H -1.7202 2.1076 1.1776
H -1.6678 2.0781 2.7234
*
```

Entry 3:
The following is a DFT calculation (wB97M-V/def2-TZVPD) of C6H9ClOS in the gas phase in a non-equilibrium geometry.

Summary:
**Relative energy (zero: lowest compared OMol25 entry of this formula, charge and spin)**: 96.0 kcal per mole
**LUMO energy (spin up / spin down)**: -0.57 / 0.03 eV
**Highest occupied orbital energy (spin up / spin down)**: -8.2 / -8.4 eV

```
! RIJCOSX wB97M-V def2-TZVPD def2/J DEFGRID3
* xyz 0 1
C 1.0755 0.9833 -0.9688
C 1.5888 0.9406 0.4682
C -0.9526 -0.7864 -0.9670
C 0.5716 -0.4955 -0.7961
C 1.0248 -0.5203 0.6251
C -1.3865 -0.4386 1.6199
O -1.8848 1.5442 -0.0264
S -2.1989 0.1442 0.0714
Cl -1.7778 -2.1038 1.9572
H 0.1979 1.5494 -1.1143
H 1.8705 1.3417 -1.6299
H 2.6507 1.0204 0.5273
H 1.1491 1.6556 1.0128
H -1.3008 -0.5266 -2.0526
H -1.0824 -1.8282 -0.8385
H 1.0386 -1.1513 -1.5406
H 1.0858 -1.5203 1.1773
H -1.6693 0.1914 2.4747
*
```

Entry 4:
The following is a DFT calculation (wB97M-V/def2-TZVPD) of C6H9CrMgO5 as an isolated structure in a non-equilibrium geometry.

Summary:
**LUMO energy (spin up / spin down)**: -5.93 / -5.08 eV
**Highest occupied orbital energy (spin up / spin down)**: -12.0 / -12.2 eV
**<S²>**: 6.12

```
! RIJCOSX wB97M-V def2-TZVPD def2/J DEFGRID3
* xyz 1 5
O 2.3284 1.2770 0.4442
C 2.5877 -0.0897 0.4841
C 2.2995 -0.7391 -0.8599
O 1.1785 -0.1760 -1.4941
Cr 0.6214 1.4290 -0.4571
H 3.6249 -0.3236 0.7902
H 3.1635 -0.5681 -1.5285
O -1.3478 -1.7089 -0.7328
C -0.9174 -1.7622 0.5163
C -0.7564 -0.6789 1.3489
O -0.8354 0.6251 0.8279
C -2.1441 1.1181 0.4555
C -1.9380 1.9527 -0.7614
O -1.0756 1.4592 -1.6658
Mg -0.6398 -0.4774 -2.0310
H -1.0081 -2.7309 1.0336
H -0.8660 -0.7413 2.4304
H -2.5817 1.6909 1.2856
H -2.7765 0.2319 0.2636
H -2.6744 2.7005 -1.0688
H 1.8132 -0.6390 1.2718
H 1.9441 -1.8494 -0.5528
*
```

Entry 5:
The following is a DFT calculation (wB97M-V/def2-TZVPD) of C6H9EuNS as an isolated structure in a non-equilibrium geometry.

Summary:
**LUMO energy (spin up / spin down)**: -0.74 / -0.68 eV
**Highest occupied orbital energy (spin up / spin down)**: -6.5 / -6.5 eV
**<S²>**: 15.76

```
! RIJCOSX wB97M-V def2-TZVPD def2/J DEFGRID3
* xyz 0 8
Eu 1.1733 -0.7627 -0.9332
C -0.0455 0.0646 -5.2781
H 0.3427 -0.0225 -4.2461
H -0.2828 -0.9444 -5.6164
H 0.7338 0.5308 -5.9067
H -0.9553 0.6429 -5.2402
H -0.7143 -0.3717 -1.2240
S 0.2246 1.7139 -0.0690
C -0.0912 0.7814 1.3266
C -0.1368 1.3433 2.6208
C -0.1368 0.5103 3.7283
C -0.0484 -0.8714 3.5559
C 0.0060 -1.3745 2.2697
N -0.0649 -0.5816 1.1793
H -0.0286 2.4182 2.6803
H -0.1641 0.9247 4.7335
H 0.0263 -1.5627 4.3827
H 0.1621 -2.4386 2.0366
*
```

Entry 6:
The following is a DFT calculation (wB97M-V/def2-TZVPD) of an isolated ion of composition C6H9F2N2 and charge +1 in a non-equilibrium geometry.

Summary:
**SMILES string**: CC(C)=C/C(F)=N/C(=[NH2+])F
**Relative energy (zero: lowest compared OMol25 entry of this formula, charge and spin)**: 19.4 kcal per mole
**LUMO energy**: -5.63 eV
**Highest occupied orbital energy**: -14.1 eV

```
! RIJCOSX wB97M-V def2-TZVPD def2/J DEFGRID3
* xyz 1 1
C 3.0672 0.2739 -0.4111
C 1.5313 0.6910 -0.3471
C 1.2500 2.1167 -0.1606
C 0.5972 -0.3090 -0.2353
C -0.8097 -0.0617 -0.0510
F -1.2855 1.1960 -0.1052
N -1.5585 -1.0866 0.1268
C -2.7237 -1.2116 0.6310
N -3.5589 -2.4236 0.5818
F -3.2115 -0.2561 1.4708
H 3.5739 0.0631 -1.2898
H 3.0043 -0.8180 -0.0180
H 3.6577 0.9492 0.0569
H 0.3479 2.4097 -0.8467
H 1.9745 2.8424 -0.6207
H 1.0517 2.4692 0.8406
H 0.8866 -1.3619 -0.3250
H -3.2064 -3.1110 -0.0820
H -4.5883 -2.3717 0.7847
*
```

Copy entry 1 word for word.
The following is a DFT calculation (wB97M-V/def2-TZVPD) of C6H9Cl3MoN2O5S6Sb as an isolated structure in a non-equilibrium geometry.

Summary:
**Relative energy (zero: lowest compared OMol25 entry of this formula, charge and spin)**: 13.5 kcal per mole
**LUMO energy (spin up / spin down)**: 1.68 / 1.65 eV
**Highest occupied orbital energy (spin up / spin down)**: -4.8 / -4.9 eV
**<S²>**: 2.04

```
! RIJCOSX wB97M-V def2-TZVPD def2/J DEFGRID3
* xyz -1 3
Mo 1.0899 0.4658 0.1777
S 3.5021 1.8912 4.1055
Sb 3.6888 0.2694 2.5311
S 1.5022 -0.8500 2.0876
S 3.1879 1.2092 0.1715
S 5.4199 -1.1959 2.5960
C -2.1555 0.8325 -3.9873
O -1.0914 1.5072 -3.3411
C -0.7571 1.2199 -2.0773
O 0.3221 1.6024 -1.6619
N -1.6392 0.5114 -1.3254
N -1.2893 0.1000 -0.0313
H -2.0344 1.0667 -5.0434
H -3.1313 1.1939 -3.6515
H -2.0848 -0.2490 -3.8471
H -2.5740 0.2982 -1.6518
H -1.4115 -0.9343 0.0729
H -1.8277 0.5964 0.6870
Cl -0.5102 2.5054 4.0408
C -0.8752 3.4367 2.5734
Cl -0.9288 5.1511 2.9045
Cl -2.4526 2.9070 1.9455
C 0.1885 3.0706 1.4757
O 0.8599 3.9203 0.9523
O 0.1621 1.8227 1.2832
C 0.8407 -5.0760 0.1621
O 1.3030 -3.8731 -0.4253
C 0.4860 -2.8490 -0.4460
S -1.0817 -2.9574 0.0755
S 1.1054 -1.4609 -1.2797
H 1.6216 -5.8156 0.0028
H -0.0977 -5.3940 -0.3046
H 0.6622 -4.9221 1.2299
*
```